1.
9
Properties=species:S:1:pos:R:3:lowdin_charge:R:1 method="wB97M-V/def2-TZVPD" homo_lumo_gap_ev=6.87 lumo_ha=0.0750 fmax_ev_per_a=4.622 charge=-1 e_above_lowest_ev=2.327 energy_ev=-80521.1456
Rb -7.63836 -16.50375 -0.24351 1.219
As -8.87727 -18.85372 1.54060 0.867
F -7.25025 -19.67513 1.55609 -0.300
F -9.53372 -20.49412 1.16789 -0.300
F -6.35967 -18.36228 -0.35446 -0.906
F -8.86239 -18.52980 -0.21024 -0.470
F -8.97486 -19.11744 3.31205 -0.293
F -8.12570 -17.26225 1.81248 -0.527
F -10.46637 -18.06039 1.49082 -0.291

=====

2.
18
Properties=species:S:1:pos:R:3:lowdin_charge:R:1 method="wB97M-V/def2-TZVPD" homo_lumo_gap_ev=9.32 lumo_ha=0.0283 fmax_ev_per_a=2.211 e_above_lowest_ev=5.032 energy_ev=-8896.6656
O -0.84272 -1.58715 -0.04839 -0.094
N 0.01135 0.50968 -0.39189 -0.151
C 1.13102 -0.34325 -0.82813 -0.038
C 0.19500 -0.79977 0.26146 -0.631
C 0.66171 -0.87258 1.69795 -0.002
C 0.26390 1.81418 0.18460 -0.071
C -1.77780 -0.47054 -1.26746 0.118
H 1.16700 1.82967 0.80557 0.076
H 1.03243 -0.77032 -1.81811 0.106
H 2.12613 0.00651 -0.56652 0.107
H -1.85773 -1.36631 -1.86924 0.055
H -2.60365 -0.26425 -0.60097 0.062
H -0.16713 -0.62809 2.36338 0.085
H -0.58716 2.10684 0.80147 0.086
H 0.39193 2.54372 -0.61855 0.084
H -1.61463 0.38687 -1.91133 0.052
H 1.49778 -0.20027 1.89692 0.073
H 0.97256 -1.89492 1.90923 0.084

=====

3.
23
Properties=species:S:1:pos:R:3:lowdin_charge:R:1 method="wB97M-V/def2-TZVPD" homo_lumo_gap_ev=7.95 lumo_ha=-0.0627 fmax_ev_per_a=5.402 e_above_lowest_ev=0.000 energy_ev=-30005.3454 smiles="O=C1C=C(P(=O)(O)O)C(=O)c2ccccc21"
P -1.35341 -1.26358 2.75967 0.656
O -0.66954 -2.25715 3.95783 -0.178
O 3.26716 0.14048 0.56032 0.056
O -2.81618 -1.87128 2.12788 -0.172
O -1.12642 -2.26877 -0.56977 0.067
O -1.71954 0.07919 3.45099 -0.359
C -0.34694 1.48534 -3.42917 -0.042
C 1.02649 -0.21656 1.65867 0.044
C -0.90517 0.33249 -2.52485 0.007
C 1.26292 0.64370 -0.90186 -0.042
C -0.09271 -0.07271 -1.26899 -0.039
C 1.84105 1.78296 -1.78262 0.009
C -0.20370 -0.86958 1.31850 -0.127
C 1.00742 2.18694 -3.04504 -0.047
C 2.02159 0.18593 0.44798 -0.271
C -0.56660 -1.20744 -0.22294 -0.267
H -1.88761 -0.22196 -2.74638 0.113
H 1.31875 0.02355 2.74756 0.137
H 1.36917 3.04492 -3.72280 0.094
H 2.80985 2.29984 -1.47843 0.108
H -0.94288 1.81767 -4.34743 0.093
H 0.20659 -1.86564 4.17496 0.073
H -3.50027 -1.90835 2.83592 0.090

=====

4.
38
Properties=species:S:1:pos:R:3:lowdin_charge:R:1 method="wB97M-V/def2-TZVPD" homo_lumo_gap_ev=10.06 lumo_ha=-0.0078 fmax_ev_per_a=0.896 e_above_lowest_ev=0.169 energy_ev=-99969.1228
Kr 0.05293 0.20163 0.31666 0.361
O -3.47008 0.49388 1.27899 -0.062
O 2.80209 1.73922 -1.12587 -0.066
O 0.99552 -2.70704 -1.12960 -0.083
O -1.75337 -1.90263 -1.92711 -0.076
O -0.95047 3.51066 -0.22620 -0.063
O 2.20158 -3.66297 1.38213 -0.062
O 0.27888 -2.41086 2.83382 -0.076
O -2.98252 0.76137 -1.51021 -0.051
O 0.05082 1.94352 -2.84120 -0.063
O -2.52176 -1.91877 2.37224 -0.056
O 2.63905 -0.72460 -2.43428 -0.055
O 1.92667 3.09190 1.39847 -0.055
He 2.12066 -0.09061 2.61255 0.100
H -4.36734 0.17267 1.36835 0.055
H -2.68198 -1.08205 1.93581 -0.026
H 3.73056 1.86876 -1.31927 0.057
H 2.54901 -0.09443 -1.71942 -0.018
H 2.64549 3.70149 1.56562 0.058
H -1.00772 -2.10750 -1.36296 -0.034
H -0.50046 2.72514 -2.87834 0.023
H 1.62626 -2.71369 -0.40964 -0.004
H -1.69789 3.54644 0.37074 0.040
H -1.75659 -0.94707 -1.98303 -0.028
H 2.67349 2.15812 -0.27486 -0.008
H 1.55552 -3.11259 1.82477 -0.032
H -3.77484 0.38754 -1.89584 0.070
H 2.84762 -3.86604 2.05861 0.036
H 1.40320 -2.15970 -1.80076 -0.003
H -2.81072 1.54710 -2.02920 0.057
H -0.20247 3.31302 0.33740 -0.016
H -0.42215 -1.90474 2.42318 -0.020
H 1.77867 2.65903 2.23927 0.041
H -3.32952 0.55351 0.33404 -0.015
H 0.07054 1.70759 -1.91375 -0.067
H 2.58941 -0.19413 -3.22949 0.049
H 0.51558 -1.90575 3.61168 0.043
H -2.82365 -2.57740 1.74671 0.051

=====

5.
9
Properties=species:S:1:pos:R:3:lowdin_charge:R:1 method="wB97M-V/def2-TZVPD" homo_lumo_gap_ev=11.18 lumo_ha=0.0051 fmax_ev_per_a=4.965 e_above_lowest_ev=3.645 energy_ev=-10871.5815 smiles="CN(F)[N+](=O)[O-]"
F 1.92128 1.70254 -0.01729 -0.016
O 2.29984 -1.63578 0.11176 0.066
O 3.73798 -0.04920 -0.23550 0.109
N 2.64321 -0.47101 0.02074 -0.461
N 1.66900 0.39452 0.39402 -0.007
C -0.02774 0.15321 0.16366 0.112
H -0.34808 0.20655 -0.92929 0.107
H -0.41326 -0.58946 0.77404 0.041
H -0.43777 1.04674 0.56016 0.047

=====

6.
14
Properties=species:S:1:pos:R:3:lowdin_charge:R:1 method="wB97M-V/def2-TZVPD" homo_lumo_gap_ev=10.57 lumo_ha=0.0272 fmax_ev_per_a=1.066 e_above_lowest_ev=1.927 energy_ev=-8371.3551 smiles="C=C=O.CCO"
O 0.67598 -0.94479 -1.86519 -0.081
O -1.27012 -1.73329 0.29221 0.153
C -1.66930 -0.91108 1.02362 -0.260
C 1.50395 -0.28114 -0.93431 -0.336
C 0.95852 1.08403 -0.53392 -0.087
C -2.11167 0.01654 1.83524 0.014
H -0.10420 -1.25532 -1.38618 0.045
H -0.02080 0.99322 -0.04720 0.047
H 2.47478 -0.16116 -1.42652 0.110
H 1.63508 1.58831 0.16584 0.074
H -1.46935 0.38024 2.62531 0.069
H 0.83644 1.71615 -1.41918 0.077
H -3.11072 0.41005 1.70890 0.067
H 1.67140 -0.90177 -0.03862 0.109